Entry 1:
CH2IOP | wB97M-V/def2-TZVPD

Geometry (Å):
C1 0.38 -0.56 0.14
O1 -0.20 2.40 -0.93
P1 -0.19 1.06 0.79
I1 -1.71 -1.08 -0.05
H1 0.84 -1.21 0.88
H2 0.88 -0.60 -0.83

Computed properties:
**Maximum force**: 6.98 eV Å⁻¹
**Multiplicity**: 1
**HOMO level (alpha / beta)**: -8.92 / -8.93 eV
**HOMO-LUMO gap (alpha / beta)**: 7.0978 / 7.1017 eV
**Energy above the lowest of the compared OMol25 structures with the same formula, charge and spin**: 106.83 kcal/mol



Entry 2:
CH2N2O | wB97M-V/def2-TZVPD

Geometry (Å):
C1 1.06 0.35 0.02
N1 0.58 1.38 0.14
N2 -2.02 0.12 -0.04
O1 -1.31 -0.81 0.16
H1 1.72 -0.44 -0.34
H2 -0.03 -0.60 0.06

Computed properties:
**Maximum force**: 3.29 eV Å⁻¹
**Multiplicity**: 1
**HOMO level (alpha / beta)**: -8.16 / -8.33 eV
**HOMO-LUMO gap (alpha / beta)**: 8.0119 / 8.0162 eV
**Energy above the lowest of the compared OMol25 structures with the same formula, charge and spin**: 140.86 kcal/mol



Entry 3:
CH2N2O2 | wB97M-V/def2-TZVPD

Geometry (Å):
N1 0.29 0.97 -0.03
O1 1.29 0.06 -0.58
N2 -0.66 0.21 0.61
C1 -1.11 -0.89 0.40
O2 -1.71 -1.88 0.42
H1 1.13 0.03 -1.53
H2 0.77 1.50 0.71

Computed properties:
**Maximum force**: 1.48 eV Å⁻¹
**Multiplicity**: 1
**HOMO level**: -9.47 eV
**HOMO-LUMO gap**: 10.0761 eV
**Energy above the lowest of the compared OMol25 structures with the same formula, charge and spin**: 85.90 kcal/mol
**SMILES string**: O=C=NNO